A cluster of 2 separate species, C2H10NO2 in total at a distorted geometry, computed with the ωB97M-V functional and the def2-TZVPD basis.

Properties
Net charge ... +1
Highest occupied orbital energy ... -14.7751 eV
Relative energy (zero: lowest compared OMol25 entry of this formula, charge and spin) ... 177.36 kJ/mol
LUMO energy ... -3.736 eV
Kohn-Sham gap ... 11.0 eV

```
15
C2H10NO2 | OMol25 | the ωB97M-V functional and the def2-TZVPD basis
C -0.590 -1.463 -0.403
O -1.483 -2.534 -0.681
C -0.501 -0.477 -1.469
N 0.201 0.805 -0.717
H -0.925 -1.062 0.641
H 0.485 -1.678 -0.299
H -1.181 -3.434 -0.426
H -1.291 0.004 -1.973
H 0.303 -0.789 -2.256
H 0.939 0.599 -0.083
H 0.440 1.451 -1.446
H -0.523 1.343 -0.158
H 1.882 2.695 2.539
H 1.123 2.324 3.896
O 1.121 2.214 2.835
```


A cluster of 13 separate species, C6H40NO12 in total at a distorted geometry, computed with the ωB97M-V functional and the def2-TZVPD basis.

Properties
Net charge ... +1
Highest occupied orbital energy ... -13.5060 eV
Relative energy (zero: lowest compared OMol25 entry of this formula, charge and spin) ... 77.95 kJ/mol
LUMO energy ... -2.399 eV
Kohn-Sham gap ... 11.1 eV

```
59
C6H40NO12 | OMol25 | the ωB97M-V functional and the def2-TZVPD basis
C -2.396 3.404 -0.768
C -1.291 2.399 -0.996
C -0.899 1.573 0.227
C 0.454 0.841 0.098
C 1.622 1.660 -0.451
C 2.916 0.872 -0.559
N 2.790 -0.504 -1.106
H -3.386 2.953 -0.891
H -2.394 3.742 0.270
H -2.333 4.235 -1.452
H -0.394 2.868 -1.406
H -1.478 1.716 -1.840
H -0.882 2.213 1.113
H -1.660 0.816 0.435
H 0.782 0.544 1.090
H 0.271 -0.067 -0.477
H 1.422 2.128 -1.412
H 1.843 2.455 0.249
H 3.417 0.825 0.398
H 3.676 1.407 -1.123
H 3.636 -0.957 -1.417
H 2.436 -1.065 -0.319
H 2.079 -0.595 -1.856
H -3.389 1.083 3.349
H -1.992 0.520 3.590
O -2.895 0.255 3.344
H 1.470 0.222 -3.659
H 0.691 -1.090 -3.578
O 1.606 -0.740 -3.543
H -2.673 -1.206 2.103
H -3.769 -2.297 1.883
O -2.883 -2.025 1.630
H 2.762 2.366 2.957
H 1.489 1.411 2.743
O 2.387 1.639 2.454
H 0.137 -1.977 -0.365
H 0.559 -3.268 -0.704
O 0.779 -2.614 -0.010
H -3.271 -0.872 -0.802
H -4.144 -1.872 -1.524
O -3.257 -1.497 -1.538
H -2.507 -3.006 -0.035
H -1.611 -3.888 0.666
O -1.821 -3.660 -0.254
H -0.131 -0.356 3.508
H 0.632 0.630 4.261
O -0.162 0.601 3.706
H 3.495 -1.315 2.053
H 3.443 -2.592 1.192
O 3.529 -1.635 1.145
H 0.085 1.175 -3.761
H 0.398 2.267 -4.650
O 0.704 1.919 -3.796
H 0.939 -1.893 1.976
H 1.170 -2.335 3.427
O 1.414 -1.653 2.788
H -0.825 -2.645 -2.865
H -1.742 -1.433 -2.592
O -0.851 -1.683 -2.901
```


A cluster of 7 separate species, C16H39B2O28P3S6 in total at a distorted geometry, computed with the ωB97M-V functional and the def2-TZVPD basis.

Properties
Net charge ... 0
Highest occupied orbital energy ... -8.5123 eV
LUMO energy ... -1.281 eV
Kohn-Sham gap ... 7.2 eV

```
94
C16H39B2O28P3S6 | OMol25 | the ωB97M-V functional and the def2-TZVPD basis
C -2.408 -1.826 0.836
C -3.102 -2.412 -0.426
B -2.340 -3.665 -1.017
O -1.643 -3.532 -2.216
B -2.281 -5.170 -0.277
P -3.653 -6.528 -0.407
P -5.445 -5.874 0.600
O -6.336 -7.024 0.675
O -5.168 -5.303 2.094
O -6.211 -4.763 -0.333
P -0.670 -5.505 0.732
C -0.926 -5.062 2.522
C -0.334 -7.331 0.528
H -2.672 -2.351 1.766
H -2.750 -0.773 0.940
H -1.314 -1.774 0.724
H -3.098 -1.627 -1.204
H -4.169 -2.604 -0.218
H -1.106 -4.327 -2.336
H -4.020 -6.558 -1.785
H -5.591 -4.438 2.208
H -7.137 -4.720 -0.043
H -1.079 -3.978 2.596
H -1.716 -5.647 3.007
H 0.014 -5.264 3.060
H -1.026 -7.724 -0.236
H -0.524 -7.933 1.428
H 0.688 -7.459 0.156
C -0.532 2.789 -0.831
C -1.405 4.017 -0.723
O -2.744 3.506 -0.629
S -2.719 2.096 0.149
O -3.047 2.322 1.509
O -3.394 1.131 -0.646
O -1.142 1.827 0.053
H -0.541 2.384 -1.844
H 0.500 2.977 -0.536
H -1.305 4.674 -1.583
H -1.191 4.579 0.191
C 4.615 3.446 2.354
C 3.803 2.171 2.436
O 2.474 2.569 2.082
S 2.547 3.767 1.017
O 2.395 3.222 -0.286
O 1.739 4.833 1.486
O 4.091 4.147 1.219
H 4.468 4.070 3.239
H 5.677 3.252 2.221
H 3.818 1.728 3.429
H 4.144 1.434 1.706
C -5.815 -0.692 5.181
C -6.540 -0.358 3.892
O -6.051 0.931 3.523
S -4.515 1.079 3.993
O -3.676 0.795 2.895
O -4.395 2.266 4.754
O -4.492 -0.189 5.001
H -6.266 -0.177 6.033
H -5.791 -1.762 5.377
H -7.620 -0.335 4.016
H -6.281 -1.060 3.095
C 2.775 -3.119 1.528
C 2.070 -2.853 0.217
O 2.533 -1.556 -0.188
S 4.044 -1.353 0.313
O 4.922 -1.651 -0.757
O 4.117 -0.134 1.033
O 4.090 -2.576 1.356
H 2.292 -2.591 2.353
H 2.829 -4.180 1.761
H 0.988 -2.861 0.317
H 2.369 -3.574 -0.547
C 1.837 1.799 -5.858
C 2.336 2.446 -4.582
O 1.397 3.495 -4.322
S -0.057 3.052 -4.839
O -0.788 2.546 -3.733
O -0.563 4.071 -5.680
O 0.408 1.807 -5.743
H 2.111 2.387 -6.737
H 2.201 0.781 -5.976
H 3.340 2.847 -4.680
H 2.306 1.748 -3.743
C 7.194 5.575 -3.026
C 6.344 6.822 -2.893
O 5.007 6.336 -2.750
S 5.032 4.926 -1.968
O 4.763 5.158 -0.594
O 4.311 3.980 -2.736
O 6.608 4.630 -2.126
H 7.139 5.164 -4.037
H 8.234 5.753 -2.765
H 6.423 7.475 -3.758
H 6.600 7.382 -1.991
```


An isolated molecule of CH2OS2 at a distorted geometry, computed with the ωB97M-V functional and the def2-TZVPD basis.

Properties
Net charge ... 0
Highest occupied orbital energy ... -9.9085 eV
Relative energy (zero: lowest compared OMol25 entry of this formula, charge and spin) ... 92.79 kJ/mol
LUMO energy ... 0.572 eV
Kohn-Sham gap ... 10.5 eV

```
6
CH2OS2 | OMol25 | the ωB97M-V functional and the def2-TZVPD basis
C -0.048 0.081 -0.088
H 2.251 0.338 0.441
H -2.263 0.060 -0.054
O -0.053 1.191 -0.120
S 1.547 -0.814 -0.113
S -1.434 -0.857 -0.067
```


A structure of composition C3H6IN2O at a distorted geometry, computed with the ωB97M-V functional and the def2-TZVPD basis.

Properties
Net charge ... +1
Highest occupied orbital energy ... -14.1332 eV
Relative energy (zero: lowest compared OMol25 entry of this formula, charge and spin) ... 204.79 kJ/mol
LUMO energy ... -4.387 eV
Kohn-Sham gap ... 9.7 eV

```
13
C3H6IN2O | OMol25 | the ωB97M-V functional and the def2-TZVPD basis
C -0.003 1.411 0.088
C -0.261 -0.211 -1.154
C 0.641 -0.027 0.059
N -0.660 1.170 -1.021
N -0.100 -1.040 1.446
O 0.189 2.271 0.910
I 2.650 -0.402 0.006
H 0.199 -0.571 -2.121
H -1.092 -0.867 -1.208
H -0.845 1.853 -1.719
H 0.479 -0.749 2.216
H -0.126 -2.001 1.067
H -1.071 -0.835 1.432
```


A structure of composition C23H27BN10PtSbSe4 at a distorted geometry, computed with the ωB97M-V functional and the def2-TZVPD basis.

Properties
Net charge ... -1
Highest occupied orbital energy (spin up / spin down) ... -4.9963 / -5.0078 eV
Relative energy (zero: lowest compared OMol25 entry of this formula, charge and spin) ... 282.52 kJ/mol
LUMO energy (spin up / spin down) ... -0.479 / -0.473 eV
Kohn-Sham gap (spin up / spin down) ... 4.5 / 4.5 eV

```
67
C23H27BN10PtSbSe4 | OMol25 | the ωB97M-V functional and the def2-TZVPD basis
Pt -0.103 0.233 0.396
C -0.838 -3.930 1.102
C -1.256 -2.604 1.053
N -0.224 -1.815 0.774
N 0.853 -2.594 0.650
C 0.514 -3.875 0.835
B 2.249 -2.022 0.389
N 2.338 -1.442 -1.015
C 3.041 -1.907 -2.058
C 2.960 -0.982 -3.075
C 2.158 0.033 -2.551
N 1.784 -0.264 -1.318
N 2.437 -0.848 1.376
C 3.438 -0.675 2.244
C 3.249 0.526 2.897
C 2.078 1.039 2.346
N 1.611 0.191 1.438
H -1.436 -4.801 1.270
H -2.241 -2.215 1.235
H 1.237 -4.661 0.754
H 3.085 -2.841 0.586
H 3.536 -2.856 -2.013
H 3.402 -1.038 -4.049
H 1.862 0.953 -3.013
H 4.211 -1.409 2.344
H 3.862 0.969 3.654
H 1.570 1.963 2.552
Se 0.336 -2.613 -4.617
Sb -1.330 -4.125 -3.545
Se -2.670 -2.598 -1.992
Se -0.020 -5.695 -2.085
Se -4.250 -1.720 -4.430
C -2.897 2.300 -3.132
N -2.319 1.226 -2.363
C -1.014 0.797 -2.797
C -2.790 0.819 -1.177
N -2.026 0.208 -0.307
N -4.115 1.094 -0.896
C -5.158 0.682 -1.812
C -4.531 1.106 0.486
H -2.149 3.086 -3.262
H -3.754 2.722 -2.615
H -3.205 1.944 -4.115
H -1.008 0.716 -3.884
H -0.795 -0.188 -2.384
H -0.242 1.496 -2.468
H -2.574 -0.250 0.418
H -4.728 0.439 -2.777
H -5.901 1.476 -1.922
H -5.653 -0.224 -1.445
H -3.762 1.586 1.092
H -4.745 0.107 0.888
H -5.451 1.690 0.553
N 0.526 10.139 -0.186
C 0.447 8.994 -0.124
C 0.346 7.593 -0.043
C 1.214 6.779 -0.780
C 1.103 5.410 -0.701
C 0.126 4.813 0.106
C -0.733 5.637 0.846
C -0.628 7.008 0.774
C 0.026 3.408 0.172
C -0.027 2.193 0.207
H 1.969 7.236 -1.405
H 1.771 4.776 -1.262
H -1.484 5.184 1.476
H -1.290 7.644 1.348
```


Number 1: molecular weight 80.11 g/mol, E_tot -287.1288 hartree. Number 2: molecular weight 318.38 g/mol, E_tot -1210.0464 hartree. Number 3: molecular weight 986.41 g/mol, E_tot -6202.5434 hartree. Number 4: molecular weight 94.16 g/mol, E_tot -910.8802 hartree. Number 5: molecular weight 213.00 g/mol, E_tot -600.0278 hartree. Number 6: molecular weight 1087.03 g/mol, E_tot -11430.4200 hartree.